{"formula": "C36H64FN6O7P2", "method": "wB97M-V/def2-TZVPD", "charge": 1, "orbital_gap_ev": 6.3, "e_tot_ev": -82903.2663, "elements": ["C", "C", "O", "O", "C", "C", "C", "C", "C", "N", "C", "P", "O", "O", "C", "C", "C", "C", "O", "C", "C", "C", "C", "C", "C", "C", "N", "C", "C", "C", "N", "C", "C", "C", "C", "C", "C", "C", "O", "C", "F", "H", "H", "H", "H", "H", "H", "H", "H", "H", "H", "H", "H", "H", "H", "H", "H", "H", "H", "H", "H", "H", "H", "H", "H", "H", "H", "H", "H", "H", "H", "H", "H", "H", "H", "H", "H", "H", "H", "H", "H", "H", "H", "H", "H", "H", "H", "O", "P", "N", "C", "C", "N", "C", "C", "N", "C", "C", "H", "H", "H", "H", "H", "H", "H", "H", "H", "H", "H", "H", "H", "H", "H", "H", "H", "H"], "positions_angstrom": [[-4.25710, -0.39326, 1.87737], [-4.29428, 0.81133, 0.73617], [-5.45078, 1.52691, 0.67386], [-3.21080, 1.11205, -0.21277], [-2.66040, 2.46368, -0.02703], [-2.11230, 3.14416, -1.45195], [-1.53309, 4.64775, -1.15041], [-0.02776, 4.92682, -1.82182], [1.03297, 3.76006, -1.37412], [0.78170, 3.45769, 0.08887], [1.42779, 2.09229, 0.31423], [1.13615, 1.63359, 2.14497], [1.63275, 2.90637, 3.22562], [1.81241, 0.08451, 2.56439], [3.04197, 2.06973, -0.12304], [3.15690, 0.97489, -1.33701], [3.10037, -0.56880, -0.70000], [4.38015, -0.86428, 0.33107], [3.16329, -1.62323, -1.72493], [1.83633, -2.16768, -2.05213], [1.25943, -3.27942, -0.99351], [0.65944, -2.96791, 0.50911], [0.06042, -4.14432, 1.53372], [0.02815, -5.72948, 1.08005], [0.60109, -6.05953, -0.44692], [1.22132, -4.88515, -1.45979], [3.50548, 3.46747, -0.46926], [4.96993, 3.59029, -0.82634], [5.92615, 3.98027, 0.47876], [6.36708, 2.63784, 1.36463], [5.58986, 2.72597, 2.66133], [6.21523, 1.86741, 3.76149], [5.13101, 1.93871, 5.03214], [4.07095, 0.71123, 5.29260], [2.98363, 0.84513, 6.52910], [2.99650, 2.18707, 7.47481], [4.10281, 3.39779, 7.20445], [5.20004, 3.28747, 5.96619], [6.21578, 4.33170, 5.68109], [2.61575, 4.16405, -1.52059], [2.78109, 5.63745, -1.22950], [-3.22417, -0.46717, 2.44338], [-5.13960, -0.26460, 2.66746], [-4.46668, -1.40885, 1.32062], [-1.70994, 2.34334, 0.67495], [-3.45334, 3.23494, 0.41815], [-3.02625, 3.17445, -2.21917], [-1.33924, 2.39151, -1.90474], [-2.31482, 5.41217, -1.62315], [-1.54387, 4.87462, 0.02021], [0.26109, 6.01678, -1.47218], [-0.21209, 4.99997, -2.98830], [0.80281, 2.80712, -2.01293], [1.17832, 4.18568, 0.72606], [0.81200, 1.31583, -0.35113], [2.19760, 3.59157, 2.72818], [2.74712, 0.28219, 2.87215], [3.61385, 1.76299, 0.86912], [2.24272, 1.07742, -2.06035], [4.13617, 1.03281, -1.97413], [2.07258, -0.63743, -0.13335], [4.10471, -0.70928, 1.46031], [5.27446, -0.21290, -0.05078], [4.72803, -2.00005, 0.23164], [1.95233, -2.72062, -3.10330], [1.02380, -1.31621, -2.23971], [0.61017, -1.87038, 0.91685], [-0.34220, -3.82419, 2.58606], [-0.40653, -6.54135, 1.80963], [0.55759, -7.19181, -0.77646], [1.58432, -5.25941, -2.51722], [3.36804, 4.04973, 0.41142], [5.05219, 4.50796, -1.58450], [5.45109, 2.63483, -1.29974], [6.93585, 4.41446, 0.04547], [5.41326, 4.78564, 1.16947], [7.52869, 2.55051, 1.48878], [5.99295, 1.66728, 0.79127], [5.62623, 3.70441, 3.05738], [6.36778, 0.76439, 3.40031], [7.27550, 2.28488, 4.05180], [4.12932, -0.22488, 4.55855], [2.24743, -0.06252, 6.68982], [2.22787, 2.29869, 8.36687], [4.15892, 4.35313, 7.88096], [7.03926, 4.14677, 6.25477], [3.03159, 4.02664, -2.62089], [-4.71258, -3.34138, -1.10281], [-5.87658, -3.72872, -2.04759], [-4.84975, -4.67542, -3.03797], [-3.71319, -4.10071, -3.74445], [-4.40631, -5.90625, -2.36857], [-6.11844, -2.16275, -2.66416], [-5.85745, -1.72808, -4.02320], [-5.91397, -1.04295, -1.74725], [-7.21469, -4.17399, -3.13369], [-8.42498, -4.42976, -2.34650], [-7.14696, -5.14079, -4.22465], [-3.15415, -4.87300, -4.28589], [-3.01914, -3.58530, -3.07263], [-4.03551, -3.40941, -4.52084], [-5.25284, -6.39666, -1.87517], [-3.64331, -5.70458, -1.60866], [-4.00364, -6.62504, -3.08951], [-4.81270, -1.43183, -4.15889], [-6.48027, -0.86091, -4.27596], [-6.10574, -2.48821, -4.76759], [-4.85149, -0.79162, -1.65726], [-6.29967, -1.28161, -0.75073], [-6.45174, -0.14793, -2.07983], [-8.34742, -5.37932, -1.80627], [-9.31960, -4.45055, -2.97727], [-8.57705, -3.63426, -1.60995], [-6.95611, -6.15614, -3.86028], [-6.38844, -4.87055, -4.96512], [-8.09066, -5.16200, -4.78182]], "forces_ev_per_angstrom": [[0.2, -0.3, -0.5], [-5.9, 3.4, 0.0], [7.7, -4.3, 0.2], [-1.8, 0.2, 2.6], [0.9, 1.7, -0.1], [-1.1, -1.0, 0.4], [-0.4, 0.0, -0.1], [-1.3, 0.9, -0.1], [-0.3, 1.2, 0.4], [1.6, -1.7, -0.9], [1.6, 0.7, -0.4], [-3.8, -1.0, 1.9], [1.7, -0.3, -3.5], [2.0, 3.4, -0.5], [-1.4, -2.6, 0.4], [0.5, -0.9, -0.1], [0.1, -0.1, 1.1], [-0.2, -0.6, -0.8], [-1.9, 1.3, 0.8], [-1.2, -1.0, -0.8], [-1.6, -3.6, 2.5], [-0.1, -3.4, -1.0], [1.5, -1.3, -3.8], [1.7, 4.2, -3.0], [0.0, 3.3, 1.6], [-1.7, 0.5, 3.8], [-0.5, 0.8, 0.0], [3.0, 1.7, -0.2], [0.7, -0.9, -0.4], [-0.9, 0.4, -0.6], [1.5, -0.1, 0.3], [-0.9, -0.1, 1.0], [-1.0, 0.2, 1.9], [0.1, 3.9, 2.3], [2.9, 2.7, -1.1], [2.7, -0.4, -3.0], [0.3, -2.9, -2.5], [-2.8, -3.3, 1.0], [-0.8, -2.7, 1.7], [-1.0, 1.8, -1.7], [-0.2, -3.6, -0.3], [-2.1, 0.3, -1.4], [2.0, 0.2, -2.1], [0.6, 2.0, 0.9], [-2.1, 0.5, -1.3], [1.6, -2.0, -0.8], [2.1, 0.0, 1.7], [-1.2, 1.5, 0.8], [2.0, -1.5, 0.9], [0.2, -0.7, -2.6], [-0.2, -2.4, -0.6], [0.8, -0.4, 2.3], [0.6, 1.8, 1.3], [-0.6, -0.6, -0.8], [1.4, 1.5, 1.7], [-0.8, -1.4, 1.5], [-1.1, -0.7, -0.2], [-0.6, 0.6, -2.4], [1.7, 0.0, 1.3], [-1.8, 0.0, 1.2], [2.1, 0.0, -0.9], [0.6, 0.0, -2.3], [-1.6, -1.1, 1.1], [-1.0, 2.5, 0.1], [-0.1, 1.2, 2.4], [1.8, -1.6, 0.7], [0.1, -2.3, -0.9], [0.9, -0.6, -2.3], [1.0, 1.8, -1.8], [0.2, 2.7, 0.5], [-0.8, 1.0, 2.4], [0.2, -0.7, -1.3], [-0.2, -2.2, 1.6], [-1.5, 1.7, 0.8], [-2.3, -0.6, 0.7], [1.0, -1.5, -1.4], [-2.1, 0.4, -0.2], [0.9, 2.0, 1.2], [0.1, -1.3, -0.7], [-0.5, 2.1, 0.6], [-2.1, -0.8, -0.3], [-0.2, 2.2, 2.0], [1.6, 2.3, -0.2], [1.9, -0.3, -2.1], [-0.3, -2.1, -1.4], [-2.0, 0.2, -1.2], [-0.7, 0.1, 2.5], [-2.7, -1.1, 2.6], [4.8, 3.1, -4.8], [0.9, -1.7, -1.1], [0.0, 0.4, 0.0], [-0.4, 0.1, 0.0], [-0.4, 1.5, 0.8], [-0.9, -0.3, -0.4], [0.2, -0.2, 0.3], [-1.5, -1.7, 1.7], [-0.6, 0.4, 0.0], [0.4, -0.5, -0.2], [-0.2, -0.2, 0.3], [0.1, 0.0, 0.0], [-0.1, 0.1, 0.1], [0.0, 0.0, 0.1], [0.0, 0.0, 0.0], [0.0, 0.2, -0.1], [0.1, 0.0, 0.1], [0.1, 0.0, 0.2], [0.1, -0.1, 0.2], [0.1, 0.1, 0.1], [0.2, 0.0, -0.2], [0.0, -0.2, -0.2], [-0.2, 0.0, -0.1], [0.2, 0.0, 0.0], [0.1, 0.0, 0.0], [0.0, 0.0, -0.2], [0.1, -0.1, 0.4], [-0.2, 0.2, 0.5]], "mulliken_charge": [-0.73, 0.62, -0.57, -0.11, -0.30, -0.23, -0.71, -0.88, 0.09, -0.05, -0.83, 0.20, -0.46, -0.31, 0.29, -0.58, 1.10, -0.76, -0.42, -0.16, 0.63, 0.00, -0.38, -0.40, -0.39, -0.60, 0.73, -0.40, -1.00, 0.07, -0.15, -0.88, 0.46, -0.37, -0.48, -0.38, -0.39, 0.06, -0.52, -0.23, -0.40, 0.23, 0.30, 0.15, -0.05, 0.36, 0.41, 0.09, 0.40, 0.29, 0.29, 0.32, 0.26, 0.41, 0.25, 0.29, 0.11, -0.23, 0.01, 0.23, -0.50, -0.07, 0.15, 0.43, 0.33, 0.12, 0.02, 0.30, 0.30, 0.29, 0.22, 0.41, 0.49, 0.22, 0.32, 0.39, 0.49, -0.29, 0.24, 0.40, 0.33, 0.41, 0.31, 0.31, 0.33, 0.35, 0.44, -0.93, 0.79, 0.25, -1.11, -1.25, 0.31, -1.06, -1.09, 0.04, -1.09, -0.97, 0.39, 0.30, 0.27, 0.38, 0.35, 0.35, 0.36, 0.37, 0.26, 0.32, 0.26, 0.43, 0.35, 0.37, 0.33, 0.32, 0.29, 0.39]}


{"formula": "C36H64O14", "method": "wB97M-V/def2-TZVPD", "smiles": "O=C1C=C(O)C(=O)C=C1O.CC(C)=O.CC(C)=O.CC(C)=O.CC(C)=O.CC(C)=O.CC(C)=O.CC(C)=O.CC(C)=O.CC(C)=O.CC(C)=O", "charge": 0, "orbital_gap_ev": 6.4, "e_tot_ev": -67017.4464, "elements": ["O", "C", "C", "C", "O", "C", "O", "C", "C", "O", "H", "H", "H", "H", "C", "C", "C", "O", "H", "H", "H", "H", "H", "H", "C", "C", "C", "O", "H", "H", "H", "H", "H", "H", "C", "C", "C", "O", "H", "H", "H", "H", "H", "H", "C", "C", "C", "O", "H", "H", "H", "H", "H", "H", "C", "C", "C", "O", "H", "H", "H", "H", "H", "H", "C", "C", "C", "O", "H", "H", "H", "H", "H", "H", "C", "C", "C", "O", "H", "H", "H", "H", "H", "H", "C", "C", "C", "O", "H", "H", "H", "H", "H", "H", "C", "C", "C", "O", "H", "H", "H", "H", "H", "H", "C", "C", "C", "O", "H", "H", "H", "H", "H", "H"], "positions_angstrom": [[1.36633, -1.75091, -0.79165], [0.41860, -1.06786, -0.59497], [-0.52453, -1.55740, 0.35930], [-1.81865, -0.69543, 0.66914], [-2.86340, -1.14532, 1.50779], [-2.04886, 0.55427, 0.07819], [-3.00058, 1.31076, 0.37685], [-1.04511, 1.03278, -0.84377], [0.24391, 0.18749, -1.18260], [1.11547, 0.74482, -2.08528], [-0.52372, -2.57423, 0.50913], [-2.71643, -1.82505, 1.96941], [-1.16777, 1.94747, -1.37949], [1.92665, 0.25914, -2.24186], [-1.67037, -2.53373, -3.37395], [-1.63036, -3.51771, -2.30834], [-0.43988, -4.35882, -2.30659], [-2.44383, -3.63708, -1.39584], [-1.24792, -1.57915, -3.04177], [-2.57819, -2.23781, -3.75419], [-0.94519, -2.71943, -4.06076], [-0.52495, -5.25452, -1.58977], [0.55173, -3.87844, -2.23098], [-0.40915, -4.94576, -3.03765], [5.31093, -2.00793, -1.22152], [4.83204, -1.20719, -2.34187], [5.86027, -0.70543, -3.39932], [3.59716, -1.01830, -2.56686], [5.41032, -3.00161, -1.61191], [4.78070, -1.86397, -0.42782], [6.20407, -1.64873, -0.75693], [6.66109, -1.42813, -3.39495], [6.27198, 0.10334, -3.11637], [5.41881, -0.64057, -4.46586], [2.35578, 2.87358, -4.76480], [2.80482, 1.50191, -5.32802], [4.26830, 1.41905, -5.78970], [2.06529, 0.57431, -5.55089], [2.21465, 3.58057, -5.76985], [3.04769, 3.46217, -4.03594], [1.44243, 2.63484, -4.23671], [4.60233, 0.36048, -6.03265], [5.09467, 1.78147, -5.15435], [4.29957, 1.83204, -6.73243], [-4.60805, -1.30466, 4.51126], [-5.74807, -0.29831, 4.10901], [-5.42342, 0.92326, 3.36239], [-6.95896, -0.50137, 4.41524], [-5.16640, -2.03156, 5.14148], [-3.89461, -0.87733, 4.98658], [-4.10742, -1.86285, 3.58023], [-5.09728, 0.96898, 2.25471], [-4.68360, 1.48100, 3.88097], [-6.08849, 1.58552, 3.35343], [0.65958, -3.20135, 3.55939], [2.08848, -2.46150, 3.67704], [3.28184, -2.91868, 2.89291], [2.07849, -1.48093, 4.43429], [0.47160, -3.83648, 2.89405], [-0.09576, -2.34562, 3.52536], [0.41226, -3.72313, 4.38908], [2.87040, -2.83623, 1.96013], [3.99375, -3.82452, 3.10962], [3.89265, -2.05264, 3.19968], [-1.15648, 2.18143, 3.68080], [0.41717, 2.00484, 3.57723], [1.04182, 0.99057, 2.64658], [1.16499, 2.76598, 4.08038], [-1.49600, 2.05054, 2.64561], [-1.37657, 3.26576, 3.91405], [-1.60712, 1.48988, 4.43773], [1.98613, 0.93661, 2.80031], [0.85544, 1.19635, 1.68811], [0.67229, -0.02274, 3.06322], [-2.26777, -5.63690, 1.62736], [-2.43177, -4.66353, 2.76579], [-3.13893, -5.27347, 3.88511], [-2.11477, -3.48483, 2.71681], [-2.21165, -5.08789, 0.75340], [-3.21347, -6.09160, 1.82342], [-1.29199, -6.31453, 1.74259], [-2.54537, -6.24783, 4.10121], [-4.34283, -5.43532, 3.86357], [-3.14505, -4.44268, 4.70632], [-5.08644, 3.46069, -0.48875], [-4.46780, 3.57444, -1.87238], [-5.31376, 3.81248, -3.19423], [-3.22577, 3.48087, -1.92727], [-6.02394, 4.21591, -0.44080], [-4.29776, 3.78132, 0.13542], [-5.23503, 2.30250, -0.35425], [-5.46926, 4.86898, -3.35076], [-6.11594, 3.26728, -3.04903], [-4.81070, 3.37617, -3.79724], [-0.46748, 3.90520, 0.76443], [-0.43516, 4.76994, -0.41381], [0.59846, 4.54301, -1.55867], [-1.20147, 5.76384, -0.52810], [-1.43503, 3.42405, 0.97252], [-0.12686, 4.34749, 1.64749], [0.04613, 2.95834, 0.41908], [0.07743, 4.76058, -2.59762], [1.01378, 3.55308, -1.65453], [1.50672, 5.16535, -1.51560], [4.68471, 1.07058, 0.58421], [4.18426, 2.37917, 0.06109], [4.36191, 2.61490, -1.42415], [3.34034, 3.06610, 0.71163], [5.77356, 1.04487, 0.59689], [4.34438, 0.14018, 0.01028], [4.29348, 0.99910, 1.47799], [3.91885, 3.53044, -1.74009], [3.88710, 2.13129, -2.19218], [5.43952, 2.74959, -1.58965]], "forces_ev_per_angstrom": [[3.4, -1.9, -1.4], [-1.5, -1.0, 2.5], [-7.3, 5.8, 1.0], [3.1, -8.4, 2.3], [0.0, 10.5, -7.8], [-1.0, 4.4, -0.8], [1.2, -1.7, -0.2], [6.0, -4.0, -2.0], [-5.1, 7.7, -1.5], [-1.8, -0.1, 1.4], [0.0, -2.0, 1.0], [2.7, -8.9, 5.4], [-0.2, 0.5, -0.1], [0.5, -1.1, 0.2], [0.6, 1.9, 1.6], [-0.9, -0.2, 2.5], [1.3, 0.9, 6.8], [0.1, 0.4, -1.1], [-0.1, 0.1, 0.9], [-2.3, 0.1, -0.9], [1.6, -1.1, -2.6], [0.1, 1.9, 0.2], [-0.6, 0.1, 0.1], [0.3, -4.1, -7.4], [3.0, 0.1, -3.0], [-3.5, 1.9, -3.4], [-4.0, -6.5, -2.5], [3.8, -0.3, 1.1], [0.1, -0.8, 0.3], [-4.5, -0.2, 4.4], [1.6, 0.1, -0.8], [0.4, -0.4, -0.2], [2.7, 6.3, 2.0], [0.6, 0.0, 2.1], [0.6, 1.3, -1.5], [1.6, 0.4, 0.0], [0.8, -2.8, 1.5], [-0.2, 0.7, 0.4], [0.1, -1.7, 2.8], [-0.8, -1.4, -1.5], [-0.6, 0.6, -0.2], [-1.0, 0.9, 0.5], [-0.8, 0.5, -0.1], [0.2, 1.6, -2.1], [-5.7, -3.7, -4.7], [-2.9, -1.7, 0.2], [5.7, -3.0, -2.2], [3.9, 0.1, -0.5], [0.8, 0.2, -0.4], [4.8, 3.0, 3.3], [-1.4, 1.3, 1.9], [0.0, -1.2, 1.7], [1.6, 0.1, 0.5], [-6.6, 4.8, 0.2], [2.2, 8.4, 3.0], [-3.1, -0.7, 3.0], [2.4, 0.6, 3.5], [0.7, -1.9, -1.8], [-0.9, -4.8, -6.4], [1.0, -1.2, -0.1], [-0.2, -1.3, 3.4], [-0.1, -0.2, -3.1], [-2.3, 1.2, -0.3], [0.5, -0.2, -1.1], [1.2, 0.6, -0.1], [-1.5, -0.3, -1.4], [-6.2, -2.8, 4.1], [1.1, 1.9, 1.8], [-0.5, -0.5, 0.4], [0.4, -1.3, 0.1], [0.3, 0.5, -0.9], [6.4, 0.2, 1.1], [-1.2, 0.4, -3.8], [0.1, 1.2, -1.4], [2.4, -0.8, 2.2], [0.2, 0.9, -1.5], [-2.0, 0.5, 3.7], [-0.3, -0.7, 0.1], [0.0, 0.8, -2.1], [-0.3, -1.6, -1.1], [-2.4, 1.2, -0.1], [-1.4, 1.6, 0.2], [3.0, -0.1, -0.8], [0.6, -1.9, -0.8], [-2.4, -0.2, -1.7], [2.5, 0.6, -0.4], [-0.9, 5.9, 9.0], [-2.6, 0.1, -0.5], [1.8, -2.3, 0.2], [0.6, 0.2, 1.1], [-0.4, 2.4, 0.1], [-0.1, 0.1, -0.1], [-4.7, -2.1, 0.6], [6.4, -4.7, -8.3], [-0.4, -3.8, -1.6], [-1.6, 4.2, -2.0], [-1.2, 0.5, -1.9], [2.1, -2.8, 0.4], [-0.4, 1.0, -0.3], [0.9, 0.6, 1.2], [0.4, 1.1, 1.1], [0.9, -0.2, 2.2], [-0.2, -0.7, 0.4], [-0.6, 0.3, 0.4], [1.7, -0.5, -4.1], [-5.1, 0.6, -0.2], [2.2, 2.8, 1.6], [3.3, -1.9, -1.7], [0.1, 0.0, 0.1], [0.2, 1.7, 0.3], [-1.6, -0.6, 5.0], [-0.1, 1.7, 0.7], [-0.9, -3.2, -1.2], [-0.1, -0.4, -0.5]], "mulliken_charge": [-0.53, 0.39, 0.14, -0.47, -0.36, 0.12, -0.38, -1.25, -0.51, 0.37, 1.19, 0.37, 1.27, -0.19, -1.30, 1.20, -1.55, -0.59, 0.06, 0.45, 0.49, 0.20, 0.21, 0.88, -1.41, 0.94, -1.12, -0.53, 0.42, 0.34, 0.40, 0.51, 0.39, 0.00, -0.62, 0.92, -1.33, -0.56, 0.38, 0.18, 0.02, 0.32, 0.30, 0.48, -1.00, 0.83, -1.35, -0.61, 0.34, 0.58, 0.00, 0.15, 0.32, 0.75, -1.31, 0.82, -1.11, -0.57, 0.52, 0.11, 0.77, 0.16, 0.34, 0.32, -0.46, 0.18, 0.51, -0.59, -0.29, 0.35, 0.36, 0.67, -0.28, -0.46, -0.90, 0.82, -1.31, -0.51, 0.11, 0.46, 0.26, 0.34, 0.33, 0.30, -0.45, 0.64, -1.75, -0.49, 0.36, 0.13, 0.09, 0.33, 0.54, 0.59, 0.31, 0.37, -0.46, -0.66, -0.27, 0.69, -0.49, 0.23, -0.25, 0.46, -0.74, 0.81, -1.06, -0.55, 0.45, -0.32, 0.44, 0.35, 0.07, 0.45]}


no.,lowest unoccupied orbital energy (eV),HOMO (eV)
1,-2.89,-9.223
2,-2.20,-8.613